# 1
# C23H46N5NbSi

A molecular structure, C23H46N5NbSi at a distorted geometry (wB97M-V/def2-TZVPD, the Open Molecules 2025 dataset).

```
! RIJCOSX wB97M-V def2-TZVPD def2/J DEFGRID3
* xyz 0 1
Nb 0.284 0.200 0.133
N 1.383 1.718 0.850
N 1.696 -1.114 0.894
N -0.260 1.278 -1.646
N 0.674 -0.822 -1.603
H 2.754 0.772 2.163
C 2.652 1.684 1.562
H 2.715 2.557 2.227
H 3.503 1.740 0.864
H 1.778 3.706 0.324
C 0.936 3.085 0.670
H 0.566 3.515 1.618
H 0.141 3.154 -0.077
C 2.985 -1.137 0.194
H 3.081 -2.037 -0.438
H 3.138 -0.252 -0.439
H 3.790 -1.163 0.948
H 1.023 -2.797 1.987
C 1.737 -1.968 2.064
H 2.746 -2.402 2.164
H 1.517 -1.417 2.990
C -0.728 2.417 -2.409
H 0.124 3.116 -2.525
C -1.847 3.188 -1.745
H -1.562 3.636 -0.791
H -2.119 4.018 -2.408
H -2.734 2.563 -1.605
C -1.205 2.070 -3.827
H -1.587 2.998 -4.269
H -0.422 1.721 -4.510
H -2.017 1.335 -3.814
H 0.293 -3.302 -3.883
C 0.176 -2.264 -3.553
H -0.899 -2.063 -3.460
H 0.601 -1.631 -4.341
C 0.901 -2.114 -2.216
H 1.980 -2.202 -2.432
C 0.521 -3.221 -1.255
H 1.076 -3.153 -0.315
H -0.551 -3.190 -1.021
H 0.746 -4.187 -1.722
H -0.374 -0.070 -3.223
C 0.368 0.281 -2.486
C 3.853 1.504 -3.227
H 3.579 2.420 -3.765
H 4.895 1.387 -2.928
C 2.918 0.568 -2.971
H 3.165 -0.433 -2.590
C 1.485 0.797 -3.365
H 1.361 1.880 -3.548
H 1.335 0.317 -4.350
C -2.858 2.186 1.167
Si -2.295 0.851 2.334
C -1.336 1.649 3.729
C -3.856 0.028 2.951
N -1.243 -0.314 1.486
C -1.353 -1.582 2.130
C -1.093 -1.723 3.518
C -1.089 -2.983 4.106
C -1.393 -4.117 3.348
C -1.729 -3.986 1.996
C -1.742 -2.725 1.387
H -3.803 2.593 1.557
H -3.060 1.795 0.166
H -2.150 3.019 1.100
H -1.791 2.631 3.931
H -1.401 1.060 4.654
H -0.277 1.800 3.474
H -4.337 -0.545 2.148
H -3.672 -0.653 3.791
H -4.562 0.802 3.286
H -0.840 -0.840 4.110
H -0.856 -3.076 5.170
H -1.387 -5.103 3.817
H -2.001 -4.862 1.404
H -2.050 -2.592 0.345
*
```

E = -41476.129 eV
Molecular weight = 513.65 g mol⁻¹
Strongest force on any atom = 0.0402 hartree/bohr

# 2
# C23H46NO25S6

6 unconnected molecules or ions with the total composition C23H46NO25S6 at a distorted geometry (wB97M-V/def2-TZVPD, the Open Molecules 2025 dataset).

```
! RIJCOSX wB97M-V def2-TZVPD def2/J DEFGRID3
* xyz 1 1
C 3.339 1.340 1.278
C 3.781 0.156 0.398
O 2.635 -0.654 0.117
C 2.968 -1.952 -0.353
C 3.300 -2.942 0.758
O 2.174 -3.584 1.339
C 1.135 -2.696 1.661
C 0.269 -3.462 2.662
O -1.035 -2.860 2.827
C -0.992 -1.659 3.531
S -2.763 -1.271 3.858
C -2.894 0.532 3.802
C -1.624 1.209 4.335
N -1.277 2.409 4.082
C -3.668 -1.971 2.443
C -3.693 -1.181 1.120
C -2.288 -0.879 0.528
C -1.937 0.606 0.384
O -0.807 1.027 0.518
O -3.007 1.411 0.102
H 2.935 2.164 0.673
H 4.167 1.699 1.909
H 2.527 1.003 1.947
H 4.177 0.522 -0.568
H 4.558 -0.436 0.906
H 2.113 -2.308 -0.949
H 3.848 -1.913 -1.007
H 3.932 -3.744 0.338
H 3.882 -2.451 1.559
H 0.514 -2.445 0.776
H 1.530 -1.756 2.093
H 0.075 -4.470 2.262
H 0.755 -3.538 3.649
H -0.530 -0.818 2.987
H -0.541 -1.791 4.534
H -3.725 0.757 4.497
H -3.192 0.883 2.804
H -0.992 0.609 5.012
H -1.920 2.887 3.445
H -4.689 -2.075 2.854
H -3.249 -2.981 2.337
H -4.276 -0.256 1.212
H -4.253 -1.812 0.407
H -2.221 -1.309 -0.488
H -1.470 -1.330 1.101
H -2.929 2.217 0.652
C -1.875 6.821 1.775
C -2.051 6.996 0.280
O -2.729 5.788 -0.128
S -3.716 5.325 1.018
O -5.045 5.733 0.751
O -3.451 3.938 1.270
O -3.114 6.194 2.197
H -1.051 6.149 2.017
H -1.756 7.757 2.308
H -1.109 7.068 -0.254
H -2.684 7.850 0.037
C -3.051 5.660 7.157
C -3.687 6.906 7.744
O -3.323 7.935 6.813
S -3.276 7.350 5.332
O -4.497 7.615 4.661
O -2.024 7.717 4.764
O -3.246 5.801 5.740
H -1.980 5.619 7.363
H -3.530 4.744 7.491
H -3.298 7.164 8.725
H -4.775 6.831 7.782
C 5.066 -1.520 -4.983
C 6.245 -2.449 -5.189
O 7.099 -2.168 -4.063
S 6.226 -1.800 -2.789
O 6.046 -2.944 -1.959
O 6.720 -0.588 -2.236
O 4.851 -1.535 -3.556
H 5.294 -0.498 -5.284
H 4.171 -1.860 -5.489
H 6.785 -2.250 -6.108
H 5.947 -3.499 -5.153
C 1.945 -3.485 -8.410
C 1.490 -2.261 -9.184
O 2.592 -1.347 -9.046
S 3.968 -2.150 -9.017
O 4.566 -2.167 -10.302
O 4.708 -1.707 -7.882
O 3.345 -3.590 -8.724
H 1.835 -3.346 -7.330
H 1.442 -4.397 -8.718
H 0.597 -1.802 -8.770
H 1.342 -2.478 -10.242
C -1.847 -6.030 -1.666
C -2.522 -4.913 -0.890
O -1.915 -3.721 -1.411
S -1.579 -3.915 -2.971
O -2.620 -3.345 -3.748
O -0.223 -3.546 -3.174
O -1.734 -5.501 -2.995
H -0.848 -6.245 -1.285
H -2.436 -6.942 -1.699
H -2.335 -4.968 0.180
H -3.596 -4.879 -1.083
*
```

Molecular weight = 929.01 g mol⁻¹
Energy above the lowest of the compared OMol25 structures with the same formula, charge and spin = 0.000 eV
Strongest force on any atom = 0.0282 hartree/bohr